Here is 18 unconnected molecules or ions with the total composition C72H192N12O30 at a distorted geometry from the Open Molecules 2025 dataset. Energies are from ωB97M-V with the def2-TZVPD basis set.

```
306
Properties=species:S:1:pos:R:3:forces:R:3:mulliken_charge:R:1
C -9.382 7.066 -3.516 -0.51 -1.72 0.14 -0.6154
O -9.841 6.150 -2.489 -3.11 2.01 -0.90 -0.4804
C -8.835 5.395 -2.001 1.31 -1.11 -0.35 -0.2919
C -9.202 3.925 -1.572 -0.33 1.49 -0.14 -0.8654
N -8.120 3.428 -0.763 -0.10 -0.35 1.44 -0.1469
C -8.055 1.970 -0.711 0.05 0.38 -0.07 -1.4315
C -7.245 1.380 0.450 0.93 0.98 0.37 1.1630
O -7.279 2.218 1.643 -0.44 -0.90 -1.23 -0.2326
C -8.471 2.072 2.362 -1.07 -0.11 0.02 -1.0977
H -8.434 7.516 -3.219 -0.04 0.20 -0.13 0.1832
H -10.131 7.793 -3.827 -0.08 0.00 0.73 0.2519
H -9.286 6.385 -4.361 0.70 0.38 -0.51 0.3414
H -8.349 6.034 -1.263 0.55 -0.76 0.80 0.3201
H -8.160 5.308 -2.852 0.95 -0.60 0.19 0.3203
H -9.373 3.300 -2.448 0.14 0.11 -0.11 0.3576
H -10.094 3.864 -0.948 -0.54 0.36 -0.36 0.3678
H -8.360 3.735 0.169 0.28 0.22 0.42 0.1435
H -7.560 1.808 -1.668 -0.36 -1.21 0.04 0.4281
H -9.048 1.532 -0.604 -0.31 -0.07 -0.68 0.3975
H -6.187 1.310 0.197 -0.04 0.12 0.07 -1.2662
H -7.594 0.371 0.666 -0.05 -0.02 0.17 0.5288
H -8.475 1.151 2.945 0.17 0.10 0.38 0.2819
H -9.342 1.990 1.713 -0.09 -0.05 -0.44 0.3701
H -8.693 2.963 2.949 0.55 -0.13 0.32 0.2989
C -0.830 -7.330 2.149 -0.24 -1.38 -1.41 -0.7985
O -2.004 -8.037 1.810 -2.00 0.17 1.15 -0.3706
C -3.131 -7.474 2.467 0.26 0.32 -0.38 -0.4715
C -4.443 -8.159 2.318 -0.86 -2.47 -0.55 -0.4583
N -4.503 -9.551 2.857 1.00 0.80 -0.78 -0.4290
C -5.688 -10.393 2.508 3.14 2.00 1.88 -0.6693
C -6.699 -9.896 3.565 -0.50 -1.81 -0.88 -0.4529
O -6.151 -9.869 4.928 -1.09 0.53 -0.60 -0.4671
C -6.255 -8.543 5.595 1.74 -1.55 -2.06 -0.4638
H -0.849 -6.375 1.624 0.33 0.35 0.31 0.2839
H -0.171 -8.038 1.647 1.17 0.71 0.38 0.3322
H -0.662 -7.273 3.224 0.05 0.17 0.02 0.3720
H -3.348 -6.482 2.071 0.36 0.58 -0.20 0.1791
H -2.958 -7.320 3.532 0.39 -0.18 0.32 0.4288
H -4.775 -8.284 1.287 0.29 0.44 -0.35 0.3366
H -5.162 -7.489 2.790 -0.33 0.23 0.14 0.2041
H -4.660 -9.445 3.849 0.88 -0.23 0.24 0.3668
H -5.344 -11.398 2.754 -0.36 -0.22 0.19 0.3340
H -5.865 -10.430 1.433 -0.77 0.61 0.17 0.3814
H -7.299 -10.786 3.377 -1.83 0.57 1.43 0.3960
H -7.119 -8.934 3.271 -0.27 -0.19 0.18 0.3084
H -5.490 -8.557 6.371 -0.85 -0.36 0.74 0.3172
H -7.283 -8.262 5.822 0.31 0.02 0.19 0.2870
H -5.720 -7.912 4.885 -0.83 0.92 -0.13 0.1187
C 11.051 2.888 3.949 -0.71 -0.38 -0.93 -0.7353
O 10.052 2.378 3.019 0.10 -0.74 1.73 -0.3037
C 10.485 2.244 1.689 0.28 0.66 -0.53 -0.6679
C 9.512 1.422 0.804 -0.52 1.71 0.64 -0.5626
N 8.219 2.159 0.625 2.15 -0.27 -0.36 -0.0626
C 7.183 1.550 -0.234 1.24 0.48 -0.52 -0.3570
C 7.636 1.503 -1.802 0.38 0.68 0.87 -0.7496
O 6.732 1.063 -2.779 -0.11 -1.45 0.05 -0.4800
C 5.613 1.816 -3.222 1.55 0.46 0.55 -0.7762
H 11.228 3.951 3.785 -0.03 0.14 -0.13 0.2885
H 12.001 2.363 3.849 0.04 -0.16 -0.17 0.3029
H 10.698 2.747 4.971 -0.26 -0.06 -0.23 0.2376
H 11.436 1.720 1.602 0.35 -0.09 0.33 0.3871
H 10.645 3.291 1.430 0.05 0.01 -1.25 0.3660
H 9.418 0.516 1.403 -0.30 -0.62 -0.40 0.2631
H 9.970 1.248 -0.169 0.09 -0.17 0.18 0.3577
H 7.974 2.309 1.594 -1.09 0.17 -0.16 0.2302
H 6.382 2.282 -0.127 -0.50 -0.70 -0.16 0.2849
H 6.965 0.571 0.194 -0.62 -0.30 -0.64 0.4255
H 8.542 0.926 -1.987 -0.27 -0.90 0.60 0.4972
H 8.075 2.448 -2.121 -0.56 0.97 0.44 0.1067
H 5.211 1.277 -4.079 -0.50 -0.18 0.54 0.3448
H 5.986 2.754 -3.634 -0.13 0.49 0.07 0.4029
H 4.982 2.018 -2.356 -0.71 -0.05 -0.45 0.3627
C -5.357 -0.886 3.494 0.80 2.15 0.43 -0.7964
O -5.682 -1.533 2.321 -0.33 0.92 -0.83 0.1736
C -5.577 -2.901 2.373 -0.94 -2.03 -1.78 -1.0924
C -5.722 -3.550 0.930 1.78 0.20 1.10 -0.3818
N -6.931 -3.362 0.159 0.50 0.66 1.73 -0.3733
C -6.735 -3.628 -1.226 -1.45 0.59 -2.18 -0.2006
C -6.777 -2.271 -2.034 2.21 -2.26 0.31 -0.8250
O -5.695 -1.553 -1.401 -0.46 0.91 -0.49 0.1364
C -5.393 -0.274 -1.991 -2.43 -0.37 0.57 -0.4187
H -4.293 -0.888 3.732 0.36 -0.97 0.15 0.3574
H -5.942 -1.062 4.396 -0.27 -0.71 -0.12 0.3181
H -5.446 0.184 3.305 -0.59 0.21 -0.21 0.0811
H -6.385 -3.276 2.999 0.10 -0.38 0.41 0.3917
H -4.589 -3.208 2.716 0.07 -0.15 0.33 0.4404
H -5.441 -4.602 0.985 -0.72 -0.48 0.59 0.6502
H -4.824 -3.243 0.394 0.11 0.92 -0.40 0.0666
H -7.106 -2.368 0.185 -0.20 0.21 0.49 0.2740
H -7.600 -4.228 -1.508 0.07 -0.21 -0.67 0.4487
H -5.841 -4.170 -1.536 0.19 0.04 0.55 -0.2156
H -7.805 -1.914 -2.094 0.12 1.02 0.63 0.2953
H -6.445 -2.468 -3.053 -0.24 -0.08 -0.32 0.4249
H -5.102 -0.318 -3.040 0.90 -0.17 0.20 0.3237
H -4.849 0.338 -1.271 0.64 -0.41 -0.55 -0.1239
H -6.366 0.216 -2.036 -0.15 0.41 -0.20 0.1235
C 3.891 -5.513 0.613 0.28 -0.06 0.44 -0.5629
O 4.847 -5.813 1.619 1.10 -0.77 0.35 -0.4387
C 6.293 -5.545 1.427 -1.76 0.21 -0.30 -0.2169
C 7.029 -5.577 2.792 -2.24 1.72 -1.06 -0.8949
N 6.735 -4.274 3.469 1.09 0.26 -1.13 -0.3577
C 5.332 -4.085 3.808 -0.42 -1.76 1.65 -0.3284
C 5.163 -3.138 5.000 -1.13 0.15 -0.44 -0.6440
O 3.813 -3.202 5.547 0.73 0.75 -0.51 -0.3233
C 3.609 -2.214 6.581 0.04 -1.71 0.56 -0.8815
H 3.807 -4.440 0.440 0.37 0.12 -0.46 0.1012
H 2.910 -5.806 0.986 0.08 -0.20 0.35 0.3793
H 4.033 -6.109 -0.289 0.29 0.27 -0.33 0.3307
H 6.311 -4.589 0.904 0.48 0.49 0.48 0.0846
H 6.794 -6.213 0.727 -0.43 -0.75 -0.02 0.4882
H 8.054 -5.767 2.474 0.24 0.38 0.90 0.4683
H 6.585 -6.356 3.412 0.31 -0.63 -0.17 0.3274
H 7.329 -4.133 4.274 -0.12 -0.10 0.08 0.2560
H 4.975 -5.080 4.073 -0.39 -0.33 0.73 0.2983
H 4.597 -3.898 3.025 0.74 0.92 -0.48 0.0889
H 5.336 -2.148 4.578 0.09 0.41 0.42 0.4108
H 5.820 -3.320 5.850 0.50 -0.21 -0.26 0.3885
H 2.604 -1.803 6.491 0.40 0.65 -0.39 0.2508
H 4.465 -1.558 6.739 -0.36 0.59 -0.71 0.3959
H 3.578 -2.749 7.530 -0.06 -0.30 0.24 0.3288
C 8.741 6.622 -0.521 -1.06 -0.05 -1.57 -0.7182
O 7.731 6.734 -1.583 -0.18 -0.99 0.35 -0.4259
C 7.180 5.438 -2.016 0.57 1.17 1.43 -0.9771
C 6.189 4.795 -0.991 -0.11 -1.12 -2.05 1.0773
N 4.776 5.132 -1.229 0.25 -0.43 -1.19 -0.0481
C 4.558 6.554 -1.187 0.07 0.55 1.62 -0.8408
C 3.099 6.981 -1.046 0.24 -1.19 1.04 0.0033
O 2.569 6.537 0.252 -0.07 -0.07 -1.79 -0.3795
C 1.166 6.288 0.376 -0.02 0.34 1.75 -0.2045
H 9.134 7.636 -0.452 0.06 -0.22 0.29 0.2689
H 9.514 5.919 -0.834 0.21 0.03 -0.07 0.3133
H 8.337 6.252 0.422 -0.21 0.21 0.05 0.2703
H 8.058 4.850 -2.282 -0.01 -0.70 0.66 0.4330
H 6.697 5.523 -2.989 -0.41 0.67 0.18 0.3852
H 6.471 4.808 0.062 0.38 0.47 0.03 0.6009
H 6.189 3.756 -1.320 0.42 -0.18 0.39 -1.4758
H 4.226 4.624 -0.551 -0.26 0.32 0.14 0.2150
H 4.944 7.080 -2.060 0.16 -0.27 -0.20 0.3394
H 5.199 6.806 -0.342 -0.28 1.47 0.30 0.4444
H 2.654 6.433 -1.876 -0.83 0.13 -0.01 -0.1929
H 2.993 8.060 -1.161 -0.09 0.00 0.00 0.3871
H 0.595 7.154 0.713 0.16 0.75 -0.59 0.3848
H 1.083 5.705 1.294 0.15 -0.58 -0.13 0.1381
H 0.555 5.792 -0.378 0.79 -0.13 -0.67 -0.1936
C 0.942 -0.975 -1.456 1.25 -0.45 -1.05 -0.8866
O 1.070 -2.178 -0.776 -1.64 -1.71 1.27 0.0997
C 0.213 -2.251 0.412 1.91 0.93 -0.16 -1.1885
C -1.237 -1.829 0.349 -0.13 0.90 0.31 -0.1536
N -1.491 -0.473 0.880 -0.67 -0.91 0.22 -0.0496
C -2.774 0.038 0.414 1.38 0.53 0.58 -0.2687
C -2.769 1.530 0.480 -0.63 0.98 -1.14 0.1344
O -1.876 2.059 -0.559 -0.69 -0.17 0.92 -0.0944
C -1.389 3.373 -0.281 0.33 -0.67 0.36 -0.2531
H 0.030 -0.967 -2.053 -0.10 0.45 -0.02 0.0662
H 1.831 -1.061 -2.080 -0.31 0.61 -0.75 0.2929
H 1.105 -0.057 -0.891 -0.41 0.05 0.53 0.4203
H 0.847 -1.597 1.010 -0.90 0.50 1.04 0.4351
H 0.274 -3.195 0.953 0.36 -0.45 -0.92 0.5114
H -1.748 -2.588 0.941 -0.41 0.28 0.32 0.1883
H -1.750 -1.855 -0.613 0.56 -0.52 -0.65 0.2272
H -0.779 0.216 0.682 0.27 -0.34 -0.39 0.3695
H -3.610 -0.355 0.993 -0.08 -0.15 0.04 -0.3601
H -2.955 -0.145 -0.645 0.06 -0.56 -0.27 0.2472
H -2.609 2.015 1.443 0.50 -0.26 0.16 0.4702
H -3.807 1.757 0.237 -0.16 0.81 -0.24 -0.5745
H -2.162 4.131 -0.158 -0.23 -0.08 -0.21 0.2822
H -0.695 3.662 -1.071 -0.31 -0.07 -0.15 -0.4227
H -0.808 3.328 0.640 0.09 0.15 0.31 0.4509
C -3.751 -6.155 -1.248 1.16 -0.72 -1.78 -0.8024
O -2.521 -6.814 -1.461 1.15 -1.27 1.41 -0.4491
C -1.710 -6.480 -2.560 -1.91 0.74 -0.60 0.0476
C -2.543 -6.804 -3.835 1.40 1.57 -0.86 -0.9520
N -1.831 -6.428 -5.161 -0.86 -2.06 1.60 -0.3894
C -0.604 -7.264 -5.329 -2.37 1.20 1.30 -0.0710
C 0.073 -7.026 -6.636 0.70 -1.73 1.24 -1.0534
O 0.896 -5.890 -6.521 -1.27 0.18 1.33 -0.0817
C 1.622 -5.560 -7.610 1.08 0.30 -2.91 -0.6999
H -4.331 -6.380 -2.143 -1.02 -0.07 0.48 0.4617
H -3.589 -5.079 -1.316 -0.21 0.38 0.91 0.4384
H -4.119 -6.642 -0.345 -0.37 0.78 -0.02 -0.0119
H -0.742 -6.974 -2.483 -0.27 -0.24 0.13 0.2461
H -1.564 -5.402 -2.497 0.44 0.38 -0.38 0.1451
H -3.469 -6.232 -3.764 0.29 0.51 -0.38 0.4684
H -2.954 -7.805 -3.705 0.72 -0.56 -0.80 0.3842
H -1.599 -5.445 -5.149 -0.09 0.15 0.26 0.3461
H -0.951 -8.286 -5.182 0.10 -0.23 -0.62 0.5391
H 0.051 -7.111 -4.472 0.69 0.11 -0.24 0.0056
H -0.628 -7.109 -7.466 0.07 0.76 -0.21 0.4027
H 0.666 -7.940 -6.622 0.85 -0.07 -0.97 0.3940
H 2.489 -6.180 -7.839 0.45 -0.47 0.71 0.3605
H 1.983 -4.531 -7.616 -0.25 0.10 0.56 -0.0194
H 1.075 -5.690 -8.544 -0.63 0.25 -0.15 0.3317
C -3.548 8.439 2.464 -0.51 0.76 0.61 -0.7593
O -3.601 8.870 1.088 0.50 -1.60 0.44 -0.3659
C -4.874 8.682 0.453 -0.50 0.41 0.77 -0.7574
C -4.799 8.321 -1.049 0.38 0.90 1.27 -0.6632
N -4.399 6.952 -1.288 0.63 -0.56 -0.20 0.2264
C -4.014 6.740 -2.702 -0.38 1.09 0.32 -1.0072
C -3.119 5.595 -3.082 1.03 -0.61 -0.93 -0.8306
O -1.744 5.501 -2.609 -0.49 1.08 1.35 0.2240
C -0.899 6.614 -3.006 -0.11 -1.22 -1.18 -0.6262
H -4.428 8.747 3.029 -0.48 0.22 -0.28 0.3632
H -2.756 8.947 3.014 0.38 0.13 -0.65 0.3214
H -3.464 7.385 2.730 0.15 -0.40 -0.98 0.2399
H -5.359 9.628 0.693 -0.43 0.41 -1.05 0.5189
H -5.538 8.012 1.000 0.41 -0.81 0.02 0.3677
H -4.033 8.989 -1.443 -0.05 0.43 -0.43 0.3078
H -5.764 8.547 -1.504 -0.03 -0.01 -0.09 0.2911
H -3.615 6.811 -0.667 0.36 -0.39 -0.01 0.0280
H -3.631 7.644 -3.176 0.22 0.51 0.23 0.7316
H -4.977 6.593 -3.190 0.04 -0.31 -0.53 0.3051
H -2.914 5.575 -4.152 -0.91 0.52 -0.51 0.3992
H -3.714 4.693 -2.931 0.89 -0.57 0.76 0.3329
H -1.366 7.599 -3.022 -0.05 -0.11 0.48 0.2291
H -0.546 6.405 -4.016 -0.46 0.13 -0.70 0.3879
H 0.081 6.594 -2.530 -0.53 0.02 1.06 -0.0480
C 1.608 -4.764 -3.315 0.98 0.84 -0.50 -0.3325
O 2.813 -4.158 -3.811 -0.29 0.19 0.69 0.6798
C 3.612 -5.027 -4.552 1.34 0.79 -0.99 0.1274
C 4.867 -4.184 -5.088 -1.99 -1.02 -1.82 -1.0668
N 5.380 -3.236 -4.188 0.53 -0.33 2.02 -0.2296
C 5.795 -3.874 -2.914 1.43 1.57 1.04 -0.0321
C 6.452 -2.819 -1.921 -1.25 -0.64 0.07 -0.9198
O 5.622 -2.594 -0.753 -0.65 0.93 -0.42 -0.2613
C 4.384 -1.817 -0.929 1.29 -0.92 -0.43 -0.5036
H 1.154 -3.918 -2.800 -0.49 -0.51 0.27 -0.2102
H 1.838 -5.607 -2.663 -0.01 0.03 0.32 0.6427
H 1.016 -5.139 -4.150 -0.17 0.07 0.02 -0.3824
H 2.992 -5.346 -5.389 0.41 -0.63 -0.17 -0.3768
H 3.977 -5.853 -3.941 -0.16 -0.35 0.07 0.3887
H 4.523 -3.605 -5.945 -0.54 0.18 -0.12 0.0998
H 5.621 -4.775 -5.608 0.24 -0.63 0.73 0.4773
H 4.571 -2.661 -4.003 0.06 0.53 0.48 0.0507
H 6.557 -4.633 -3.096 0.02 -0.01 -0.48 0.5897
H 5.055 -4.363 -2.280 -0.66 -0.04 -0.40 0.0920
H 6.700 -1.907 -2.464 -0.25 0.28 0.02 0.1968
H 7.376 -3.190 -1.477 -0.02 -0.20 -0.15 0.3529
H 3.673 -2.364 -1.548 -0.12 -0.22 0.02 -0.0785
H 4.569 -0.864 -1.424 0.28 0.18 0.06 0.2492
H 3.951 -1.653 0.057 0.16 -0.11 -0.05 0.4710
C 2.902 4.522 -4.377 -0.71 -1.35 0.38 -0.5107
O 2.079 3.382 -4.675 -0.43 -0.24 -1.05 -0.4661
C 0.870 3.252 -3.896 1.88 1.34 1.00 -0.1420
C 0.212 1.886 -4.065 0.71 0.76 -0.30 -0.5474
N 1.266 0.846 -4.207 -1.09 -0.06 -0.85 0.0608
C 0.657 -0.286 -4.940 0.74 0.25 0.11 -1.0817
C 1.638 -1.462 -5.237 -0.64 0.52 0.90 0.8928
O 1.550 -2.019 -6.541 0.06 -0.35 0.56 -0.2950
C 2.397 -1.428 -7.491 -0.15 0.94 -0.60 -0.9503
H 2.335 5.452 -4.419 -0.11 0.14 0.15 0.2461
H 3.710 4.573 -5.108 -0.13 -0.17 -0.02 0.2821
H 3.306 4.302 -3.389 0.29 0.73 0.20 0.1407
H 0.300 4.170 -4.040 -0.94 -0.40 -0.66 0.2115
H 1.191 3.438 -2.872 0.10 -0.61 0.65 0.1463
H -0.466 1.965 -4.915 0.08 -0.33 -0.55 0.2531
H -0.452 1.684 -3.225 0.22 -0.06 0.32 0.1634
H 1.973 1.235 -4.815 0.28 0.30 0.05 0.3477
H 0.203 -0.008 -5.891 -0.20 0.31 -0.18 0.6079
H -0.137 -0.572 -4.249 -0.28 -0.59 -0.32 0.3568
H 1.317 -2.177 -4.480 0.59 -0.73 -0.47 -1.0959
H 2.668 -1.191 -5.007 0.12 0.17 0.04 0.3792
H 2.265 -0.346 -7.512 -0.29 0.30 -0.06 0.4025
H 2.139 -1.799 -8.483 -0.19 -0.15 0.14 0.3118
H 3.477 -1.534 -7.391 0.16 -0.66 0.68 0.2913
C 2.201 3.892 10.683 -0.01 0.26 -0.09 -0.8335
O 2.679 3.854 9.376 0.61 1.05 -1.01 -0.3655
C 3.246 5.110 8.964 0.77 -0.80 -0.30 -0.6371
C 3.885 4.825 7.622 -1.35 -0.74 0.83 -0.6143
N 2.726 4.386 6.824 1.25 0.69 -0.62 -0.3616
C 3.187 3.674 5.658 -0.83 -0.13 -1.45 -0.8629
C 2.052 3.356 4.672 1.92 -0.25 0.32 -0.3037
O 1.030 2.681 5.303 -2.03 0.34 -0.86 -0.3517
C 0.061 2.274 4.300 0.08 -1.47 1.76 -0.8477
H 1.180 3.528 10.574 0.04 -0.28 1.05 0.2735
H 2.216 4.912 11.066 -0.35 0.11 0.09 0.3758
H 2.916 3.339 11.294 -0.58 -0.48 0.40 0.2452
H 4.001 5.371 9.706 -0.10 0.54 0.07 0.5323
H 2.488 5.864 8.755 -0.22 0.16 0.68 0.3210
H 4.466 3.918 7.793 1.07 0.28 -0.16 0.3480
H 4.421 5.700 7.257 0.03 -0.27 -0.32 0.3785
H 2.281 3.763 7.483 -0.58 -0.37 -0.51 0.3355
H 3.773 2.768 5.813 -0.11 -0.48 0.71 0.3807
H 3.874 4.250 5.038 0.11 0.67 0.29 0.3663
H 2.489 2.663 3.953 0.24 0.01 -0.60 0.4068
H 1.769 4.261 4.133 -0.51 0.20 0.14 0.2011
H -0.801 1.902 4.855 -0.20 0.40 0.11 0.3261
H 0.442 1.348 3.868 0.23 0.19 -0.75 0.3938
H -0.283 2.994 3.558 0.51 0.35 0.15 0.2773
O -5.146 5.611 4.491 -0.05 0.78 0.29 -0.6734
H -4.929 4.778 4.908 0.10 -0.40 0.07 0.3499
H -5.184 5.409 3.556 -0.09 -0.46 -0.34 0.3522
O -5.251 3.775 2.159 1.02 0.38 1.00 -0.2555
H -5.123 4.159 1.292 -0.02 0.17 -0.65 0.1538
H -5.996 3.184 2.052 -0.34 -0.21 -0.02 0.4737
O -0.984 -3.531 -5.184 -0.39 0.00 0.07 -0.7130
H -0.105 -3.850 -5.392 0.43 -0.13 -0.34 0.2234
H -0.836 -2.702 -4.728 -0.04 0.23 0.10 0.3221
O -5.674 4.296 -0.466 1.57 0.14 0.12 -0.5232
H -6.575 3.977 -0.519 -0.95 -0.29 -0.37 0.6265
H -5.587 4.892 -1.210 0.27 0.52 0.04 0.0716
O 1.118 -4.646 4.936 -0.54 -0.09 0.01 -0.6126
H 1.594 -5.216 4.332 0.18 -0.12 -0.10 0.2834
H 1.755 -3.977 5.187 0.47 0.16 0.03 0.3661
O -4.242 2.819 5.250 -0.06 0.07 0.13 -0.6186
H -3.924 2.520 4.398 0.02 0.10 -0.45 0.2767
H -4.235 2.035 5.798 -0.02 -0.12 0.25 0.2958
```
Forces are in eV/Å.

Multiplicity = 1
Total charge = 0
Total energy = -5771.7268 Ha
F_max = 4.2 eV/A
Gap between HOMO and LUMO = 8.425 eV
Energy relative to the best compared isomer or geometry (same formula, charge and spin) = 7.441 eV